A molecular structure, C11H5N2NiO5, computed with ωB97M-V with the def2-TZVPD basis set.

As for the spin multiplicity: 3. As for the energy above the lowest of the compared OMol25 structures with the same formula, charge and spin: 0.00 kJ/mol. The net charge is +1. The calculation puts the HOMO-LUMO gap (spin up / spin down) at 7.31 / 7.83 eV. The electronic energy is -65736.755 eV. The LUMO energy (spin up / spin down) is -4.76 / -6.05 eV. Its expectation value of S² is 2.0216.

Each line ends with the Löwdin charge.
Cartesian coordinates (Å):
Ni  2.292  -0.045  -0.767  0.081
O  -0.951  -4.255  -3.101  0.024
O  0.896  1.649  -2.750  0.190
O  5.001  -0.412  -1.689  0.267
O  2.766  2.449  0.689  0.242
O  2.406  -2.297  1.145  0.206
N  -0.277  0.218  0.212  0.048
N  -4.931  1.234  2.724  0.195
C  1.492  0.910  -2.079  -0.139
C  -2.690  0.648  1.499  -0.201
C  -3.933  0.962  2.174  -0.135
C  -2.637  0.465  0.125  0.025
C  4.040  -0.080  -1.178  -0.079
C  2.687  1.454  0.112  -0.080
C  -1.402  0.230  -0.486  -0.102
C  -1.509  0.550  2.219  0.021
C  -1.116  -3.262  -2.567  -0.009
C  -0.307  0.327  1.535  -0.106
C  2.607  -1.331  0.546  -0.027
H  -1.504  0.669  3.285  0.127
H  -1.351  0.062  -1.561  0.113
H  -3.539  0.502  -0.467  0.131
H  1.344  -0.857  -1.711  0.100
H  0.616  0.211  2.090  0.107

Cartesian forces (eV/Å) of the 3 atoms listed first:
-2.393 -0.768 0.484
-0.314 1.820 0.988
1.361 -3.022 1.923

=====

A single C4H5NO molecule, computed with ωB97M-V with the def2-TZVPD basis set.

As for the energy above the lowest of the compared OMol25 structures with the same formula, charge and spin: 207.89 kJ/mol. The net charge is 0. The calculation puts the HOMO-LUMO gap at 10.46 eV. The electronic energy is -7764.372 eV. The LUMO energy is 0.73 eV. Its SMILES is C=C(C)OC#N.

Each line ends with the Löwdin charge.
Cartesian coordinates (Å):
O  -0.141  0.202  1.362  0.058
N  2.075  0.936  2.144  0.178
C  -1.489  -0.032  -0.667  -0.016
C  1.045  -0.379  -0.542  0.070
C  -0.137  -0.057  -0.031  -0.347
C  1.049  0.576  1.745  -0.368
H  1.791  -0.818  0.106  0.078
H  -1.384  0.252  -1.717  0.091
H  1.298  -0.268  -1.580  0.076
H  -2.199  0.636  -0.172  0.086
H  -1.907  -1.048  -0.650  0.095

Cartesian forces (eV/Å) of the 3 atoms listed first:
0.159 -0.132 0.233
-0.850 -0.291 -0.256
0.068 0.140 0.038